C8H4F6FeN6O4S3 | the ωB97M-V functional and the def2-TZVPD basis

```
32
Properties=species:S:1:pos:R:3:mulliken_spin:R:1
Fe 0.08 -0.07 -0.32 3.80
F 2.58 1.76 4.50 0.00
C 2.64 1.01 3.41 0.00
F 3.10 1.72 2.39 0.00
F 3.45 -0.02 3.63 0.00
S 0.95 0.37 2.97 0.01
O 1.14 -0.21 1.65 0.00
O 0.63 -0.55 4.02 0.00
N 0.10 1.68 3.01 0.00
S -0.73 2.28 1.82 0.00
O -1.16 1.28 0.86 0.02
O -1.71 3.20 2.28 0.00
C 0.50 3.29 0.83 0.00
F 1.29 4.01 1.61 0.00
F -0.11 4.09 -0.02 0.00
F 1.27 2.43 0.13 0.00
N 2.76 3.88 -4.25 0.02
C 2.45 2.82 -3.91 -0.01
N 2.14 1.59 -3.60 0.03
C 1.55 0.94 -2.73 0.02
N 1.01 0.20 -1.98 0.03
S -1.15 -2.10 -0.36 0.06
C -0.63 -2.81 1.09 0.00
N 0.57 -3.47 1.09 0.01
C 1.02 -4.15 2.17 0.00
C 0.25 -4.21 3.28 0.01
C -0.97 -3.52 3.24 0.00
N -1.39 -2.86 2.18 0.00
H 1.12 -3.42 0.24 0.00
H 1.98 -4.64 2.08 0.00
H 0.58 -4.74 4.17 0.00
H -1.64 -3.53 4.09 0.00
```

Values from the calculation:
**Lowest unoccupied orbital energy (spin up / spin down)**: -1.64 / -1.69 eV
**Spin multiplicity**: 5
**Total charge**: 0
**DFT total energy**: -3994.22136 a.u.
**Gap between HOMO and LUMO (spin up / spin down)**: 7.5 / 7.6 eV


C5H33N3O9 | the ωB97M-V functional and the def2-TZVPD basis

```
50
Properties=species:S:1:pos:R:3:mulliken_charge:R:1
N -0.56 -3.45 1.54 -0.67
C -1.43 -2.37 2.03 0.18
C -0.57 -1.30 2.78 -0.92
N -0.01 -0.44 1.73 0.05
C 2.14 -0.42 3.02 -1.30
C 1.15 0.46 2.13 0.23
C 1.61 1.14 0.86 0.36
N 2.24 2.40 0.95 -0.35
H -0.74 -3.64 0.58 0.35
H 0.44 -3.24 1.59 0.25
H -1.93 -1.80 1.17 -0.28
H -2.27 -2.76 2.57 0.41
H -1.10 -0.58 3.52 0.23
H 0.19 -1.89 3.33 0.45
H 0.32 -0.95 0.85 0.24
H 1.82 -0.38 4.04 0.36
H 3.10 0.04 2.90 0.42
H 1.94 -1.41 2.70 0.26
H 0.74 1.26 2.81 0.22
H 2.32 0.49 0.15 -0.01
H 0.72 1.21 0.25 -0.43
H 3.02 2.71 1.47 0.13
H 1.86 3.15 0.37 0.21
H -4.18 0.91 1.02 0.27
H -3.10 -0.16 0.52 0.30
O -3.92 0.31 0.32 -0.67
H 2.85 1.62 -2.81 0.22
H 3.41 2.07 -1.46 0.33
O 3.13 2.42 -2.33 -0.57
H -1.46 2.72 0.80 0.32
H -1.42 1.25 1.23 0.22
O -1.97 1.90 0.79 -0.69
H 0.50 3.35 -2.42 0.31
H 0.28 4.31 -1.18 0.26
O 0.37 3.38 -1.43 -0.56
H -1.24 -0.01 -0.58 0.10
H -1.64 -0.95 -1.62 0.40
O -1.14 -0.94 -0.77 -0.56
H -1.78 -2.96 -1.63 0.24
H -1.09 -4.08 -2.09 0.35
O -1.94 -3.95 -1.56 -0.62
H 3.12 0.07 -3.39 0.30
H 2.31 -1.19 -3.05 0.31
O 3.12 -0.89 -3.43 -0.61
H -3.37 -0.64 -2.01 0.35
H -3.15 0.04 -3.28 0.31
O -3.06 -0.84 -2.90 -0.67
H -0.18 1.26 -4.11 0.23
H 0.19 1.26 -2.52 0.35
O 0.37 1.53 -3.40 -0.59
```

Values from the calculation:
**Lowest unoccupied orbital energy**: -0.10 eV
**Total charge**: 0
**DFT total energy**: -1051.62501 a.u.
**Gap between HOMO and LUMO**: 8.7 eV


Which ΔE to the lowest compared entry with this formula, charge and spin belongs to each record? In order, 5.07; 66.97 kcal per mole.